[1]
ORCA calculation (wB97M-V/def2-TZVPD) on a 6-piece molecular cluster, C21H44N3O7 overall in a non-equilibrium geometry.

CARTESIAN COORDINATES (ANGSTROEM)
C  4.37  2.65  0.97
C  4.48  3.90  0.10
O  5.05  3.49  -1.13
C  3.16  4.68  -0.09
N  1.92  3.92  0.18
C  0.79  4.49  0.52
N  0.68  5.80  0.86
N  -0.32  3.63  0.44
C  0.08  2.65  -0.61
C  1.61  2.66  -0.62
O  2.24  2.67  -1.83
H  4.20  1.78  0.33
H  3.54  2.71  1.68
H  5.29  2.47  1.51
H  5.16  4.60  0.59
H  5.34  4.26  -1.63
H  3.10  5.07  -1.11
H  3.14  5.53  0.59
H  0.88  6.52  0.18
H  0.30  6.08  1.75
H  -0.40  3.09  1.30
H  -0.28  1.66  -0.35
H  -0.35  2.92  -1.58
H  2.00  1.82  -0.05
H  1.64  2.91  -2.55
C  3.38  -0.35  -1.86
C  4.70  -0.82  -1.31
O  4.87  -0.96  -0.11
C  5.80  -1.09  -2.30
H  2.68  -0.21  -1.04
H  3.52  0.59  -2.39
H  2.96  -1.08  -2.55
H  6.01  -0.19  -2.88
H  5.48  -1.87  -3.01
H  6.70  -1.42  -1.79
C  -0.07  -3.76  -1.00
C  -0.03  -2.28  -0.72
O  0.01  -1.46  -1.60
C  -0.06  -1.90  0.74
H  -0.06  -3.94  -2.07
H  0.79  -4.25  -0.53
H  -0.96  -4.20  -0.56
H  0.80  -2.33  1.26
H  -0.96  -2.29  1.21
H  -0.03  -0.81  0.84
C  -4.34  3.76  -2.69
C  -3.11  4.61  -2.53
O  -2.34  4.82  -3.44
C  -2.85  5.19  -1.15
H  -4.40  3.40  -3.72
H  -4.31  2.91  -2.01
H  -5.23  4.34  -2.45
H  -2.74  4.37  -0.44
H  -3.68  5.82  -0.82
H  -1.94  5.78  -1.19
C  -4.34  -3.92  3.98
C  -3.60  -2.78  3.33
O  -2.76  -2.97  2.48
C  -3.96  -1.39  3.78
H  -3.99  -4.87  3.58
H  -4.18  -3.90  5.06
H  -5.41  -3.82  3.81
H  -3.79  -1.29  4.85
H  -5.02  -1.20  3.60
H  -3.37  -0.66  3.24
C  -2.29  -8.67  -0.01
C  -2.29  -7.21  0.36
O  -1.35  -6.49  0.13
C  -3.54  -6.68  1.04
H  -1.35  -8.93  -0.49
H  -2.43  -9.28  0.88
H  -3.12  -8.88  -0.69
H  -3.72  -7.23  1.97
H  -4.40  -6.82  0.40
H  -3.41  -5.62  1.26

Values from the calculation:
* frontier orbital gap: 7.51 eV
* F_max: 0.0425 hartree/bohr
* E_HOMO: -11.095 eV
* spin multiplicity: 1
* LUMO energy: -3.5822 eV
* total charge: +1



[2]
ORCA calculation (wB97M-V/def2-TZVPD) on C2HN3O2 as an isolated structure in a non-equilibrium geometry.

CARTESIAN COORDINATES (ANGSTROEM)
C  1.95  0.59  0.04
C  5.18  -0.13  -0.14
N  1.77  -0.06  1.05
N  0.75  -0.75  0.47
N  -0.06  0.06  -0.12
O  5.67  0.72  0.43
O  4.87  -1.06  -0.70
H  -0.51  -0.54  -0.74

Values from the calculation:
* frontier orbital gap: 10.36 eV
* F_max: 0.0697 hartree/bohr
* E_HOMO: -10.790 eV
* spin multiplicity: 1
* LUMO energy: -0.4314 eV
* total charge: 0



[3]
ORCA calculation (wB97M-V/def2-TZVPD) on a 2-piece molecular cluster, C4H7O3 overall.

CARTESIAN COORDINATES (ANGSTROEM)
O  -1.55  -0.34  -1.70
C  -1.79  -1.49  -1.26
O  -1.83  -1.89  -0.09
H  -1.96  -2.28  -2.05
C  0.75  1.31  0.04
O  2.16  1.65  -0.07
C  0.59  -0.11  0.45
C  0.17  -0.44  1.66
H  0.24  1.48  -0.90
H  0.31  1.98  0.79
H  2.33  2.13  -0.88
H  0.68  -0.84  -0.34
H  -0.20  -1.43  1.85
H  0.09  0.26  2.49

Values from the calculation:
* frontier orbital gap: 7.65 eV
* F_max: 0.0154 hartree/bohr
* E_HOMO: -3.974 eV
* spin multiplicity: 1
* LUMO energy: 3.6771 eV
* total charge: -1